C5H15N3 | the ωB97M-V functional and the def2-TZVPD basis

The geometry in ORCA input format:
```
! wB97M-V def2-TZVPD RIJCOSX def2/J DEFGRID3
* xyz 3 2
C 0.313 -0.396 -1.750
C -0.984 0.052 -1.159
C -1.006 0.562 0.378
C 0.322 0.349 1.026
C 1.254 1.402 1.153
N 2.485 1.367 1.610
N 0.534 -0.974 1.720
N -2.079 -1.034 -1.566
H 0.733 -1.331 -1.337
H 1.195 0.329 -1.664
H 0.124 -0.532 -2.840
H -1.357 0.903 -1.815
H -1.723 0.126 1.079
H -1.167 1.650 0.185
H 0.830 2.354 0.858
H 2.865 0.511 2.021
H 3.130 2.178 1.527
H 1.296 -0.947 2.400
H -0.399 -1.169 2.194
H 0.701 -1.667 0.988
H -3.056 -0.675 -1.355
H -1.972 -1.902 -1.045
H -2.038 -1.155 -2.607
*
```

For the HOMO-LUMO gap (alpha / beta), the calculation gives 0.416 / 0.327 Eh. Its HOMO energy (alpha / beta) is -23.267 / -24.466 eV. Its expectation value of S² is 0.7684. The energy above the lowest of the compared OMol25 structures with the same formula, charge and spin is 11.93 kcal per mole. For the total energy, the calculation gives -9865.2766 eV.

C32H82F6O16S12 | the ωB97M-V functional and the def2-TZVPD basis

The geometry in ORCA input format:
```
! wB97M-V def2-TZVPD RIJCOSX def2/J DEFGRID3
* xyz 0 1
C 3.920 -0.359 -6.221
S 2.152 0.113 -6.060
O 1.965 0.682 -4.679
C 2.165 1.576 -7.126
H 3.909 -1.252 -5.582
H 4.647 0.385 -5.834
H 4.009 -0.629 -7.272
H 2.676 2.418 -6.676
H 1.124 1.870 -7.300
H 2.649 1.485 -8.075
C -0.756 -3.973 1.156
S 0.909 -4.432 0.460
O 1.513 -3.118 0.103
C 1.676 -4.958 2.025
H -1.502 -3.683 0.332
H -0.517 -3.192 1.894
H -1.107 -4.724 1.818
H 2.681 -5.361 1.790
H 1.045 -5.783 2.466
H 1.756 -4.086 2.586
C 4.800 2.225 4.342
S 4.208 2.486 2.622
O 3.900 1.090 2.175
C 2.739 3.518 3.030
H 3.957 1.579 4.673
H 5.015 3.110 4.947
H 5.670 1.603 4.333
H 2.153 3.623 2.102
H 3.007 4.522 3.413
H 2.102 3.077 3.789
C -5.812 1.146 -0.701
S -5.037 1.310 -2.309
O -3.573 1.628 -2.044
C -5.147 -0.425 -2.769
H -5.877 2.128 -0.199
H -5.325 0.316 -0.135
H -6.770 0.694 -0.969
H -6.155 -0.656 -3.125
H -4.736 -0.998 -1.931
H -4.437 -0.551 -3.638
C -0.063 5.386 -1.631
S 0.224 3.952 -0.557
O 1.033 4.451 0.597
C -1.405 3.572 0.160
H -0.491 6.227 -1.107
H -0.748 5.022 -2.388
H 0.850 5.721 -2.146
H -1.811 4.354 0.812
H -1.177 2.823 0.884
H -2.091 3.126 -0.551
C -4.159 1.354 2.294
S -4.591 -0.334 2.875
O -5.587 -0.864 1.901
C -3.030 -1.117 2.482
H -3.414 1.864 2.830
H -4.998 2.012 2.309
H -3.824 1.180 1.307
H -2.956 -1.062 1.389
H -3.194 -2.108 2.738
H -2.260 -0.542 3.103
C 0.179 -3.896 -5.364
S 1.304 -3.559 -3.940
O 2.610 -3.090 -4.501
C 0.354 -2.102 -3.322
H -0.792 -4.105 -4.912
H 0.543 -4.822 -5.836
H 0.027 -3.020 -5.947
H -0.624 -2.399 -2.808
H 0.046 -1.492 -4.146
H 1.004 -1.589 -2.611
C -0.774 4.807 4.530
S -2.081 3.758 5.176
O -3.061 3.512 4.077
C -1.119 2.282 5.226
H 0.015 4.823 5.290
H -1.254 5.775 4.420
H -0.426 4.450 3.556
H -1.723 1.566 5.730
H -0.178 2.431 5.759
H -0.977 1.820 4.236
C 1.917 0.213 -0.104
S 0.444 0.070 0.816
O 0.368 1.272 1.711
C -0.762 0.345 -0.479
H 2.740 0.548 0.522
H 1.854 0.965 -0.854
H 2.258 -0.685 -0.559
H -0.668 -0.498 -1.166
H -0.579 1.231 -1.005
H -1.684 0.401 0.022
C 3.831 4.590 -1.873
S 3.076 3.506 -3.090
O 3.544 3.971 -4.415
C 4.024 2.020 -2.546
H 3.373 5.571 -2.055
H 4.886 4.600 -2.089
H 3.615 4.233 -0.908
H 3.602 1.082 -2.994
H 4.007 1.766 -1.461
H 5.018 2.243 -2.980
C 0.765 -2.363 6.438
S 0.207 -1.805 4.779
O -1.201 -1.351 4.951
C 1.218 -0.256 4.733
H 1.850 -2.410 6.482
H 0.329 -3.341 6.612
H 0.414 -1.684 7.217
H 0.676 0.262 3.967
H 2.288 -0.385 4.425
H 1.098 0.218 5.698
C -0.979 2.513 -4.010
S -1.284 1.513 -5.421
O -1.687 0.196 -4.942
C -2.816 2.309 -5.921
H -0.880 3.534 -4.355
H -0.050 2.242 -3.588
H -1.808 2.358 -3.286
H -3.101 1.799 -6.847
H -2.549 3.353 -6.081
H -3.505 2.239 -5.104
C -6.419 -3.969 1.489
C -5.712 -3.357 0.305
O -5.416 -4.448 -0.590
C -4.429 -4.195 -1.451
O -3.983 -3.108 -1.691
C -4.162 -5.419 -2.322
F -3.027 -5.304 -3.034
F -3.917 -6.503 -1.522
F -5.113 -5.782 -3.122
H -5.854 -4.735 1.904
H -7.339 -4.415 1.176
H -6.540 -3.155 2.243
H -4.782 -2.881 0.558
H -6.302 -2.526 -0.151
C 5.131 -1.687 0.354
C 4.346 -2.304 1.506
O 5.229 -2.516 2.674
C 4.668 -2.521 3.867
O 3.487 -2.449 4.139
C 5.750 -2.562 4.971
F 5.995 -1.300 5.374
F 5.335 -3.249 5.999
F 6.918 -3.033 4.557
H 5.484 -0.688 0.503
H 4.502 -1.650 -0.516
H 5.910 -2.378 0.038
H 3.857 -3.210 1.279
H 3.556 -1.614 1.895
*
```

For the HOMO-LUMO gap, the calculation gives 0.324 Eh. Its HOMO energy is -8.492 eV. The energy above the lowest of the compared OMol25 structures with the same formula, charge and spin is 0.00 kcal per mole. For the total energy, the calculation gives -213592.3486 eV.

C6H9FInO8S2 | the ωB97M-V functional and the def2-TZVPD basis

The geometry in ORCA input format:
```
! wB97M-V def2-TZVPD RIJCOSX def2/J DEFGRID3
* xyz 3 1
C -1.220 -0.138 2.643
C -1.618 -1.181 1.399
O -2.744 -0.884 0.733
O -0.751 -2.347 1.163
C -0.018 -2.252 -0.110
C 1.272 -1.223 -0.069
C 1.130 0.006 -1.191
O 2.295 0.883 -0.859
S 1.817 1.977 0.403
O 2.381 3.429 0.262
O 2.359 1.495 1.783
O 0.106 1.790 0.222
C -0.182 0.959 -0.956
S -0.676 2.232 -2.237
O 0.068 2.059 -3.583
O -0.536 3.666 -1.621
F -2.377 1.991 -2.529
H -2.100 -0.245 3.442
H -0.167 -0.427 3.082
H -1.258 0.998 2.302
H -0.720 -2.051 -1.052
H 0.444 -3.335 -0.306
H 1.410 -0.820 1.031
H 2.240 -1.835 -0.366
H 1.341 -0.421 -2.276
H -1.095 0.226 -0.959
In -1.402 -4.553 -0.351
*
```

For the HOMO-LUMO gap, the calculation gives 0.092 Eh. Its HOMO energy is -21.481 eV. The energy above the lowest of the compared OMol25 structures with the same formula, charge and spin is 90.16 kcal per mole. For the total energy, the calculation gives -52259.7601 eV.

C24H56O12S4 | the ωB97M-V functional and the def2-TZVPD basis

The geometry in ORCA input format:
```
! wB97M-V def2-TZVPD RIJCOSX def2/J DEFGRID3
* xyz 0 1
C 2.602 -11.004 -2.475
S 3.883 -11.399 -1.173
O 5.171 -10.927 -1.801
C 3.289 -10.188 0.051
H 2.784 -11.793 -3.205
H 2.763 -10.092 -3.050
H 1.560 -11.117 -2.176
H 2.223 -10.318 0.237
H 3.588 -9.215 -0.338
H 3.860 -10.209 0.979
C -2.694 -6.807 4.702
S -3.445 -5.531 3.532
O -2.507 -4.359 3.657
C -3.038 -6.192 1.925
H -1.818 -7.248 4.226
H -3.433 -7.573 4.937
H -2.415 -6.275 5.611
H -2.078 -6.688 1.782
H -3.159 -5.470 1.118
H -3.918 -6.829 1.831
C -10.855 -3.434 -3.976
S -9.723 -4.845 -4.287
O -8.833 -4.840 -3.026
C -10.926 -6.297 -4.385
H -10.220 -2.552 -3.882
H -11.593 -3.492 -3.176
H -11.572 -3.385 -4.795
H -10.300 -7.163 -4.171
H -11.451 -6.488 -5.321
H -11.586 -6.078 -3.546
C -11.417 4.561 1.253
S -9.682 4.062 0.869
O -8.969 5.327 1.300
C -9.487 2.666 2.190
H -12.071 3.727 1.507
H -11.857 5.018 0.367
H -11.370 5.321 2.033
H -9.311 3.142 3.155
H -8.634 2.045 1.917
H -10.382 2.045 2.243
O -4.966 4.632 8.470
C -3.896 4.480 9.048
O -2.825 3.794 8.698
C -2.789 2.792 7.603
C -2.517 3.572 6.260
C -3.700 5.287 10.325
H -3.744 2.273 7.687
H -2.087 1.993 7.842
H -3.110 4.479 6.141
H -2.878 2.939 5.449
H -1.457 3.771 6.098
H -2.876 4.850 10.888
H -4.621 5.291 10.908
H -3.543 6.333 10.061
O 7.670 2.258 0.256
C 8.155 1.704 1.219
O 9.524 1.399 1.359
C 10.527 1.859 0.497
C 11.906 1.760 1.121
C 7.299 1.012 2.254
H 10.347 2.906 0.255
H 10.380 1.324 -0.441
H 12.041 2.353 2.025
H 12.694 2.087 0.442
H 12.247 0.749 1.348
H 7.569 -0.042 2.200
H 6.225 1.110 2.094
H 7.603 1.436 3.211
O -1.053 -1.755 -4.485
C -1.006 -0.951 -3.551
O 0.113 -0.477 -3.094
C 1.406 -0.897 -3.694
C 1.726 -2.240 -3.202
C -2.250 -0.491 -2.777
H 2.220 -0.301 -3.281
H 1.405 -0.978 -4.781
H 2.716 -2.525 -3.559
H 1.151 -2.989 -3.747
H 1.453 -2.240 -2.146
H -2.196 -1.093 -1.870
H -3.148 -0.758 -3.334
H -2.218 0.573 -2.540
O 8.245 7.323 -7.963
C 8.144 7.376 -6.675
O 8.218 8.414 -5.868
C 8.421 9.706 -6.345
C 9.226 10.438 -5.233
C 7.708 6.168 -5.950
H 7.418 10.079 -6.554
H 8.936 9.759 -7.304
H 9.336 11.517 -5.341
H 10.161 9.893 -5.100
H 8.825 10.272 -4.233
H 7.378 5.487 -6.733
H 6.932 6.370 -5.211
H 8.573 5.813 -5.389
*
```

For the HOMO-LUMO gap, the calculation gives 0.348 Eh. Its HOMO energy is -8.956 eV. The energy above the lowest of the compared OMol25 structures with the same formula, charge and spin is 67.95 kcal per mole. For the total energy, the calculation gives -93700.5959 eV.

HNO2S | the ωB97M-V functional and the def2-TZVPD basis

The geometry in ORCA input format:
```
! wB97M-V def2-TZVPD RIJCOSX def2/J DEFGRID3
* xyz 0 1
N 0.829 -0.241 0.425
O -1.767 -0.623 0.301
O 0.044 1.116 0.134
S -0.639 -0.224 -0.465
H 1.533 -0.027 -0.395
*
```

For the HOMO-LUMO gap, the calculation gives 0.416 Eh. Its HOMO energy is -11.186 eV. The energy above the lowest of the compared OMol25 structures with the same formula, charge and spin is 34.30 kcal per mole. For the total energy, the calculation gives -16433.1136 eV.

C35H31CaN6O4S | the ωB97M-V functional and the def2-TZVPD basis

The geometry in ORCA input format:
```
! wB97M-V def2-TZVPD RIJCOSX def2/J DEFGRID3
* xyz -1 1
Ca 0.776 -0.238 -1.087
C -4.995 -0.052 -0.282
O -3.881 -0.743 -0.787
C -3.546 -0.501 -2.098
C -4.476 -0.314 -3.098
C -4.073 -0.117 -4.424
C -2.726 -0.126 -4.720
C -1.758 -0.311 -3.726
C -0.346 -0.331 -4.180
N 0.672 -0.423 -3.418
N 1.917 -0.510 -4.087
C 2.904 -0.362 -3.229
O 2.838 -0.070 -1.991
C 4.270 -0.622 -3.810
C 5.378 -0.395 -3.004
C 6.660 -0.621 -3.495
C 6.838 -1.081 -4.791
C 5.728 -1.319 -5.596
C 4.451 -1.092 -5.108
C -2.151 -0.503 -2.375
O -1.299 -0.682 -1.422
H -5.934 -0.360 -0.754
H -4.869 1.029 -0.405
H -5.053 -0.290 0.781
H -5.532 -0.328 -2.853
H -4.812 0.029 -5.200
H -2.390 0.014 -5.742
H -0.173 -0.285 -5.258
H 5.217 -0.064 -1.986
H 7.513 -0.450 -2.850
H 7.836 -1.262 -5.171
H 5.858 -1.689 -6.606
H 3.578 -1.270 -5.721
C 2.237 4.001 -0.525
C 1.709 2.659 -0.105
N 2.159 2.152 1.055
O 0.897 2.059 -0.807
H 2.093 4.743 0.263
H 1.725 4.318 -1.428
H 3.306 3.922 -0.724
H 2.909 2.655 1.503
H 2.135 1.132 1.254
N -4.584 1.094 4.175
C -5.589 0.761 5.065
C -6.627 1.495 5.635
C -7.459 0.815 6.503
C -7.264 -0.548 6.796
C -6.230 -1.260 6.224
C -5.382 -0.588 5.345
N -4.278 -1.069 4.644
C -3.845 -0.040 3.971
C -2.675 -0.060 3.062
C -2.370 1.014 2.239
C -1.280 0.913 1.393
N -0.498 -0.163 1.341
C -0.789 -1.183 2.143
C -1.867 -1.182 3.015
H -4.410 1.995 3.767
H -6.782 2.542 5.414
H -8.281 1.342 6.970
H -7.940 -1.041 7.481
H -6.069 -2.307 6.440
H -2.971 1.914 2.201
H -1.041 1.717 0.706
H -0.122 -2.035 2.080
H -2.075 -2.039 3.638
S 2.500 -1.166 1.270
C 4.223 -1.175 0.901
C 5.048 -0.076 1.169
C 6.414 -0.096 0.918
C 7.013 -1.226 0.378
C 6.213 -2.326 0.089
C 4.851 -2.298 0.344
H 4.603 0.812 1.600
H 7.009 0.780 1.149
H 8.077 -1.247 0.182
H 6.649 -3.214 -0.352
H 4.237 -3.158 0.107
*
```

For the HOMO-LUMO gap, the calculation gives 0.231 Eh. Its HOMO energy is -4.357 eV. The energy above the lowest of the compared OMol25 structures with the same formula, charge and spin is 8.07 kcal per mole. For the total energy, the calculation gives -83209.9639 eV.

C4H4N2 | the ωB97M-V functional and the def2-TZVPD basis

The geometry in ORCA input format:
```
! wB97M-V def2-TZVPD RIJCOSX def2/J DEFGRID3
* xyz 0 1
N -0.174 -1.418 -0.638
C -0.297 0.637 0.713
C 0.445 -0.339 -0.022
C 1.689 0.039 0.101
C -0.711 1.864 0.125
N -1.154 2.799 -0.405
H -0.885 -1.079 -1.268
H -0.492 -2.153 -0.023
H -0.968 0.259 1.495
H 2.571 -0.608 0.006
*
```

For the HOMO-LUMO gap (alpha / beta), the calculation gives 0.305 / 0.318 Eh. Its HOMO energy (alpha / beta) is -9.224 / -9.940 eV. The energy above the lowest of the compared OMol25 structures with the same formula, charge and spin is 113.67 kcal per mole. For the total energy, the calculation gives -7187.7593 eV.

C5H8N2O2 | the ωB97M-V functional and the def2-TZVPD basis

The geometry in ORCA input format:
```
! wB97M-V def2-TZVPD RIJCOSX def2/J DEFGRID3
* xyz 0 1
C -1.066 0.257 -1.687
C -0.785 -0.824 -1.000
C 0.478 -0.942 -0.203
C 0.291 -1.017 1.335
N -0.142 -0.059 2.118
N -0.601 1.139 1.499
C 1.589 0.134 -0.625
O 2.507 -0.268 -1.293
O 1.581 1.428 -0.253
H -2.068 0.497 -1.963
H -0.355 1.090 -1.799
H -1.436 -1.665 -0.945
H 0.877 -1.962 -0.518
H 0.645 -1.891 1.805
H -1.288 0.956 0.789
H -1.123 1.549 2.293
H 0.898 1.577 0.447
*
```

As for the SMILES: C=C[C@H](/C=N\N)C(=O)O. For the HOMO-LUMO gap, the calculation gives 0.383 Eh. Its HOMO energy is -9.841 eV. The energy above the lowest of the compared OMol25 structures with the same formula, charge and spin is 71.02 kcal per mole. For the total energy, the calculation gives -12387.8557 eV.